This record from the OMol25 dataset describes a molecular structure, C33H33ClMnN2O2SSi at a distorted geometry. The level of theory is ωB97M-V/def2-TZVPD.

Atoms and positions in Å:
C1 3.4989 1.5748 -0.4355
C2 1.4901 -4.7219 -1.0695
C3 1.6023 -2.9444 -2.6989
H1 0.7799 2.2555 -1.4389
C4 -2.1469 3.2827 -1.2064
H2 4.2427 -5.0556 -2.9657
C5 -1.4023 1.4233 0.9938
H3 3.2850 -3.0277 -3.9999
C6 3.6240 1.5583 -1.8280
H4 1.1672 -2.0618 -3.1480
C7 2.6764 -5.2786 -1.5383
Si1 1.8800 1.0056 0.3630
H5 3.0754 -6.1846 -1.1018
H6 -1.5719 0.4260 1.4000
H7 -1.7245 4.1050 0.7615
C8 2.7755 -3.4944 -3.1673
H8 -4.9785 0.3563 -1.1527
Cl1 -9.0397 -1.9032 0.2064
S1 0.4400 -5.2899 0.1901
H9 2.8339 -0.7013 4.9476
C9 3.3166 -4.6461 -2.5844
C10 -7.3163 -1.7342 0.0910
H10 2.7694 1.2858 -2.4413
C11 -5.4076 -0.5003 -0.6476
H11 2.0460 3.4986 4.7211
H12 -6.9314 -3.5854 1.0975
N1 -0.7850 1.3359 -0.3739
C12 -4.5713 -1.4781 -0.1256
C13 2.1393 2.5335 4.2386
H13 -3.4247 4.1430 0.3369
C14 5.8317 2.2343 -0.3041
H14 1.6908 3.3053 2.2967
H15 2.6259 1.5001 6.0560
H16 -2.5733 1.1819 -1.4318
H17 4.8933 1.8533 -3.5318
H18 -1.3611 3.9720 -1.5205
C15 2.4643 1.4119 4.9890
H19 -7.4398 0.1527 -0.9142
H20 -2.9680 2.4131 2.0611
C16 0.9633 -3.5489 -1.6175
H21 -0.6847 1.9088 1.6597
C17 2.0549 1.1845 2.2232
H22 1.5092 -0.6614 -1.2860
C18 -6.4970 -2.7220 0.6123
C19 -0.5929 -3.9414 -0.0968
H23 -3.5209 1.6438 0.5849
H24 6.8710 2.4548 -2.1683
C20 4.8219 1.8736 -2.4509
C21 -6.7830 -0.6146 -0.5281
C22 -5.1219 -2.5829 0.5111
H25 2.4572 -0.9043 2.5228
O1 -2.5966 -0.9972 -1.3648
C23 -2.7014 2.2224 1.0203
C24 2.3753 0.0676 2.9978
H26 6.6931 2.4974 0.2978
C25 1.9393 2.4169 2.8701
C26 -1.7036 1.8313 -1.4142
C27 -2.5193 3.5388 0.2675
H27 -3.0046 3.4639 -1.8578
H28 -4.4691 -3.3360 0.9335
H29 0.3894 3.0532 0.0764
H30 -1.4865 -3.7960 0.4944
H31 4.5603 1.9359 1.3946
N2 -0.2182 -3.1177 -1.0214
O2 -2.3440 -1.6037 0.7284
H32 -1.2119 1.7166 -2.3816
C28 2.5814 0.1768 4.3661
H33 2.0213 -1.4798 0.1957
C29 5.9319 2.2119 -1.6868
C30 1.3899 -0.6706 -0.1830
C31 4.6267 1.9183 0.3117
Mn1 -0.6504 -1.0556 -0.4746
C32 -3.0855 -1.3535 -0.2633
C33 0.4991 2.0678 -0.3977

Forces on atoms 1 to 3 (eV/Å):
0.0 0.0 0.2
-0.1 0.1 0.1
0.0 0.1 0.0

As for the calculated total energy: -104387.874 eV. The frontier orbital gap (spin up / spin down) is 0.3019 / 0.2972 Eh. As for the expectation value of S²: 0.804. Its HOMO energy (spin up / spin down) is -7.939 / -7.792 eV. The spin multiplicity is 2. The LUMO energy (spin up / spin down) is 0.3 / 0.3 eV.